# C43H73N3O9S

A 3-piece molecular cluster, C43H73N3O9S overall in a non-equilibrium geometry (the ωB97M-V functional and the def2-TZVPD basis, the Open Molecules 2025 dataset).

Multiplicity: 1
E_LUMO in Eh: -0.0175
F_max in Eh/bohr: 0.1166
Highest occupied orbital energy in eV: -8.05
Frontier orbital gap in eV: 7.571

Last column: Löwdin charge in e.
CARTESIAN COORDINATES (ANGSTROEM)
H 0.770 -10.299 1.370  0.05
C 0.874 -8.124 1.538  -0.25
H -2.542 -6.242 0.598  0.07
H -2.085 -0.628 5.878  0.12
H 1.278 -7.397 -1.722  0.10
C -4.066 0.006 7.416  -0.25
S -1.406 0.530 -2.396  0.76
C -1.072 2.985 -2.132  -0.49
C -5.927 0.288 4.745  -0.08
O -2.115 2.035 -2.323  -0.08
C -4.906 -1.272 7.482  -0.09
H 6.026 -1.570 -0.216  0.07
O -1.675 4.268 -2.284  -0.03
C -5.382 5.630 2.931  -0.08
H -0.595 1.140 0.643  0.16
O -2.417 -0.424 -1.934  -0.28
H 7.270 3.093 0.019  0.11
C -2.811 5.751 2.582  -0.02
H -3.472 -1.227 4.982  0.10
H -1.727 -0.288 3.523  0.07
C 1.414 0.211 -2.079  -0.12
H 6.662 1.086 -1.304  0.12
C -4.201 3.714 1.832  -0.01
O -0.354 4.744 -5.385  -0.22
H 1.555 4.012 -6.552  0.07
H 1.337 -10.261 -0.682  0.05
H -1.342 -8.239 -0.230  0.10
H -6.397 3.722 2.153  0.10
H 0.082 6.594 -6.388  0.12
H -4.228 2.704 1.358  0.11
H -0.936 5.310 -7.287  0.12
C 6.557 -1.300 0.732  -0.14
H 5.198 4.355 -0.126  0.11
H 2.038 5.512 -7.413  0.07
H 2.237 0.088 -6.214  0.08
H 2.096 3.798 -0.275  0.11
C 3.804 2.772 0.621  -0.20
C -2.883 4.451 1.948  -0.08
H -1.621 -6.973 1.906  0.06
C 1.183 4.810 -7.260  -0.07
C 1.873 -1.107 -4.344  -0.18
C 1.473 1.763 0.527  -0.14
O -1.120 0.235 -3.791  -0.25
C -1.530 -6.456 0.949  -0.09
H 1.371 2.093 1.588  0.12
H 2.745 2.405 -1.253  0.08
H -0.849 -6.757 -1.036  0.11
C 6.347 1.058 -0.220  -0.23
C 0.236 -9.480 1.849  -0.09
H 1.933 0.731 0.568  0.12
H -5.467 -0.523 4.178  0.07
N -3.776 0.560 6.099  -0.20
H 7.249 -2.145 0.979  0.07
C 7.334 0.080 0.558  -0.24
N 1.020 3.780 -2.800  0.04
H 3.294 0.590 -4.769  0.09
C 0.058 1.541 -0.187  -0.16
N 0.607 -7.528 0.236  -0.20
O -0.600 3.704 1.976  0.12
C -4.893 1.193 5.420  -0.25
C 5.039 3.248 -0.253  -0.20
H -6.620 -0.144 5.467  0.05
O -0.017 2.911 -3.095  -0.01
H 0.878 -4.629 -2.695  0.08
H 4.925 3.023 -1.345  0.11
C -1.084 5.528 -4.405  -0.16
H -5.959 -1.075 7.285  0.05
H 0.272 -9.663 2.926  0.07
H -3.055 5.007 -3.627  0.14
H 0.896 4.252 -8.194  0.07
H -6.525 0.875 4.043  0.07
H -0.016 3.822 -0.418  0.15
C 2.292 0.195 -5.102  -0.06
H 4.014 1.744 1.034  0.10
H 2.433 -8.078 -0.621  0.11
C 0.074 0.389 -1.291  -0.23
H -3.208 0.633 3.327  0.06
C 1.898 -2.345 -5.140  -0.04
H -4.546 0.775 8.030  0.11
H 1.550 0.992 -4.806  0.06
C -0.794 -7.297 -0.086  -0.27
H 6.319 2.534 1.457  0.11
C 1.120 -2.422 -2.364  -0.03
O 1.911 3.533 -3.524  0.09
H 1.957 -8.203 1.681  0.11
C -2.947 -0.309 5.285  -0.28
H -4.141 7.332 3.537  0.09
C 1.558 -3.635 -4.548  -0.08
C 6.342 2.534 0.333  -0.21
C -2.035 4.524 -3.653  -0.12
C 1.368 -8.086 -0.875  -0.25
H 1.601 -4.533 -5.213  0.10
H -0.085 -9.600 -1.508  0.07
H 5.325 0.592 -0.201  0.09
H -0.813 -9.527 1.549  0.07
H -1.023 -5.502 1.114  0.08
H -1.635 6.380 -4.886  0.13
H -3.110 -0.192 7.914  0.11
H 0.780 -2.521 -1.310  0.10
H 5.794 -1.183 1.554  0.07
H -4.845 -1.697 8.488  0.07
C -1.623 3.700 1.338  -0.40
H 2.216 -2.283 -6.212  0.10
H -1.848 6.296 2.681  0.11
H 7.641 0.485 1.555  0.10
H -4.555 -2.036 6.787  0.07
C -4.087 6.329 3.056  -0.07
C 1.471 -1.124 -2.922  -0.15
H -0.294 5.975 -3.728  0.13
C -5.464 4.309 2.311  -0.07
C 2.443 2.733 -0.229  -0.20
H -0.091 -0.573 -0.728  0.14
H 2.329 0.157 -1.425  0.13
C -0.080 5.504 -6.573  -0.25
H 3.630 3.513 1.448  0.12
H 0.556 -7.415 2.309  0.10
H -4.487 1.867 4.659  0.09
C -2.419 0.381 4.039  -0.09
H -2.141 3.618 -4.297  0.14
C -0.621 2.906 -0.626  -0.13
H -5.411 1.858 6.119  0.12
H -1.882 1.297 4.294  0.08
O -1.853 3.071 0.142  0.03
C 1.164 -3.657 -3.152  -0.08
C 0.990 -9.486 -1.365  -0.09
H 1.626 1.033 -2.815  0.08
H -6.339 6.083 3.279  0.10
H 1.468 -9.676 -2.330  0.07
H 8.250 -0.152 -0.056  0.10

Cartesian forces (eV/Å) of the 3 atoms listed first:
-0.1 0.0 0.0
-0.1 0.2 0.3
0.1 0.0 0.0



# C43H74As4NO2Se2Tl

C43H74As4NO2Se2Tl as an isolated structure (the ωB97M-V functional and the def2-TZVPD basis, the Open Molecules 2025 dataset).

Energy relative to the best compared isomer or geometry (same formula, charge and spin) in kJ/mol: 5.8
Multiplicity: 1
E_LUMO in Eh: 0.1437
F_max in Eh/bohr: 0.0130
Highest occupied orbital energy in eV: -1.26
Frontier orbital gap in eV: 5.174
Total charge: -2

Last column: Löwdin charge in e.
CARTESIAN COORDINATES (ANGSTROEM)
C 1.841 -2.712 1.333  -0.35
H 5.900 2.642 -0.454  0.12
Se 4.364 -0.501 -0.437  0.39
H -3.542 1.356 -2.390  0.11
C 0.266 3.929 6.912  -0.11
H 3.997 3.819 0.822  0.05
H -4.457 -2.701 1.330  0.00
H -0.763 -4.827 2.309  0.09
H 3.085 -0.452 3.833  0.03
C 1.686 3.632 4.551  -0.05
C -0.024 2.039 3.642  -0.35
C -0.222 3.114 5.903  -0.07
H 2.899 1.307 3.974  0.02
C -2.235 5.022 -1.959  -0.28
C -1.534 -6.324 0.155  -0.39
H -5.287 -6.597 1.791  0.01
H 2.639 -1.971 1.235  -0.05
Tl 0.355 0.938 0.265  0.63
H 1.968 1.571 -1.562  0.02
C 2.540 0.415 3.458  -0.31
C 3.769 1.272 0.184  -0.68
H -4.421 -5.139 1.275  -0.01
H -5.150 -3.072 -0.274  0.01
H -0.291 3.101 -4.061  0.14
H -2.183 6.059 -1.608  0.13
H -4.066 -1.170 -2.434  0.00
C 0.810 0.039 5.749  -0.34
H 0.295 2.418 2.667  -0.02
H -1.286 -6.669 -0.856  0.06
H 3.619 4.588 -0.723  0.04
H -1.091 1.322 -2.506  0.12
C -6.250 2.991 2.262  -0.07
C -3.625 3.355 -3.208  -0.30
O 5.396 3.781 -2.125  -0.07
H -4.399 4.989 -2.018  0.11
H -1.172 2.605 6.030  0.11
C 1.475 4.592 6.750  -0.12
C -3.559 4.797 -2.696  -0.13
H 2.740 1.141 0.515  -0.12
C -2.778 0.538 1.870  -0.09
H -2.575 -1.902 -3.044  0.02
H 0.797 -5.142 0.337  0.07
H 1.941 3.833 -2.034  0.00
H -3.643 5.497 -3.536  0.11
C -4.531 -2.370 0.293  -0.33
C -1.142 3.308 -3.406  -0.28
H -5.954 4.041 2.304  0.07
H 2.210 3.562 3.604  0.09
C -4.301 -6.139 1.691  -0.36
C -2.248 2.607 -1.215  -0.47
C 0.108 -4.558 -0.284  -0.38
H -5.010 -1.388 0.294  0.02
H 1.493 0.807 6.112  0.02
C -2.456 3.091 -4.159  -0.13
H -4.572 3.199 -3.740  0.13
C -4.238 -6.998 -1.126  -0.36
H 2.870 -4.025 -1.134  0.02
C 3.799 2.429 -0.823  -0.58
C -4.798 1.091 3.051  -0.07
H -4.201 -0.992 4.546  0.07
H -6.911 2.863 1.402  0.07
C -2.980 1.547 0.876  -0.31
C 2.179 4.443 5.563  -0.09
H -1.187 4.205 -0.252  0.06
O 2.360 3.255 -2.697  -0.10
As 0.815 -2.685 -0.341  1.07
H 4.373 1.532 1.057  0.05
H -1.880 -0.065 1.796  0.03
H -2.466 -4.412 2.038  0.05
H -3.036 -1.695 3.400  0.06
H 0.191 -4.946 -1.305  0.07
H -0.154 0.159 6.245  0.01
H -3.971 -2.931 -2.638  0.01
H -3.860 -6.066 2.684  0.01
H 2.059 -3.244 -2.514  0.01
C 2.363 -3.120 -1.474  -0.38
H -3.320 -4.623 -0.606  0.02
C -1.071 4.756 -2.916  -0.12
H -2.512 3.761 -5.025  0.11
C -1.453 -4.289 1.653  -0.08
H 1.223 -2.446 2.190  -0.03
C -2.357 -4.120 -0.717  -0.37
H -2.035 -4.270 -1.753  0.07
H -2.506 2.060 -4.527  0.11
H -1.114 1.993 3.642  0.06
C -2.147 4.076 -0.758  -0.09
C -4.158 2.326 1.078  -0.02
C -3.648 0.311 2.915  -0.31
H 2.758 0.507 2.395  -0.02
C -1.333 -4.795 0.211  -0.69
H -4.974 -7.793 -1.251  0.00
H 1.856 5.232 7.538  0.09
C -3.412 -2.036 -2.357  -0.34
C -3.545 2.386 -2.025  -0.09
H -5.486 0.923 3.875  0.09
C 2.826 2.123 -1.977  -0.26
H -4.426 2.503 -1.396  0.10
H 1.208 -0.943 6.013  0.01
H 6.336 3.941 -2.219  0.07
As -2.735 -2.165 -0.510  1.14
C 0.482 2.943 4.710  -0.31
C 3.411 3.726 -0.094  -0.54
H -2.925 4.321 -0.033  0.10
As -3.217 -7.313 0.540  1.10
H -4.387 3.156 0.425  0.08
H -0.138 2.579 -1.676  0.02
H -1.113 5.444 -3.769  0.11
N -2.080 1.649 -0.123  -0.04
As 0.624 0.154 3.778  1.11
H 3.312 1.462 -2.694  0.11
H -6.810 2.752 3.167  0.06
Se 1.508 3.875 0.431  0.50
H -0.301 4.052 7.828  0.09
H -2.506 -0.485 4.556  0.05
H -0.794 -6.790 0.814  0.05
H 3.115 4.968 5.418  0.10
C -1.081 2.374 -2.197  -0.14
H 2.299 -3.690 1.495  0.02
H -4.764 -6.044 -1.113  0.00
C -3.338 -0.779 3.912  -0.06
H -0.124 4.924 -2.396  0.10
H 5.507 1.709 -1.907  0.08
C -5.032 2.106 2.130  -0.31
H -1.205 -3.226 1.691  0.05
C 5.238 2.596 -1.330  -0.24
H -3.567 -7.018 -1.985  0.01
H 3.064 -2.283 -1.417  -0.14

Cartesian forces (eV/Å) of the 3 atoms listed first:
-0.1 0.1 0.2
0.0 0.0 0.0
0.3 0.2 0.0



# C43H75F21O29S5

A 12-piece molecular cluster, C43H75F21O29S5 overall in a non-equilibrium geometry (the ωB97M-V functional and the def2-TZVPD basis, the Open Molecules 2025 dataset).

Energy relative to the best compared isomer or geometry (same formula, charge and spin) in kJ/mol: 0.0
Multiplicity: 1
E_LUMO in Eh: -0.0023
F_max in Eh/bohr: 0.0872
Highest occupied orbital energy in eV: -10.73
Frontier orbital gap in eV: 10.669

Last column: Löwdin charge in e.
CARTESIAN COORDINATES (ANGSTROEM)
O -4.655 2.824 -5.149  0.18
F 0.592 0.870 -3.277  0.13
O -7.116 1.256 1.143  -0.25
C -2.605 5.158 0.111  -0.33
H -0.319 -7.517 5.006  0.08
O -0.817 1.906 9.663  -0.28
H 2.501 -1.338 -3.361  0.07
S 3.393 -5.072 -2.257  0.69
H -0.069 -2.465 -6.925  0.11
C -2.614 -2.209 4.134  -0.54
F 4.995 -3.667 -6.308  0.19
C 4.292 -0.378 -4.152  -0.21
C -3.900 8.491 0.565  -0.05
H 4.757 -3.842 0.228  0.03
H -9.138 -0.680 3.263  0.08
S -0.613 -4.880 -5.917  0.68
H 3.671 -0.581 1.722  0.10
H 3.537 -1.665 0.322  0.09
F 7.074 -3.172 -6.494  0.21
H 2.337 2.544 1.019  0.12
O 2.757 -0.284 5.371  0.07
H -4.621 8.180 -0.190  0.08
F -6.125 4.878 -6.464  0.16
H -2.099 2.505 -7.247  0.13
H 0.060 -4.196 -1.997  0.11
C -0.974 2.878 6.926  -0.31
F -1.945 -1.240 4.761  0.18
O 2.804 4.108 -0.337  0.02
O -0.694 -2.988 2.994  0.14
C -0.796 3.178 -5.671  -0.07
C 2.606 3.543 -1.537  -0.39
C 1.056 -3.991 -1.604  -0.27
H 2.323 -5.912 -4.229  0.05
O -1.865 -4.483 4.313  0.04
C -8.939 -0.335 2.248  -0.11
C 4.540 0.184 -0.163  -0.05
F -4.425 6.157 -6.219  0.13
F -2.931 3.240 -1.174  0.19
F -0.521 -0.956 -3.467  0.13
H 1.285 -2.882 6.821  0.08
S -0.890 0.895 8.623  0.71
C 0.856 4.186 1.061  -0.05
C -2.132 2.835 -6.208  -0.21
H 0.837 -0.893 5.808  0.11
H -3.232 9.180 0.047  0.08
O 5.445 -1.556 1.019  -0.27
H -0.563 -1.038 1.446  0.10
O -0.026 -0.302 8.663  -0.31
F 4.671 1.131 3.314  0.19
O 0.795 -4.014 -5.924  -0.28
H -2.057 2.753 6.949  0.11
C -0.016 -0.234 -1.197  -0.27
H -9.894 -0.214 1.735  0.07
O 4.845 -2.543 3.368  -0.33
H -2.348 -4.471 -4.308  0.07
F -1.592 0.871 -2.775  0.11
F 3.375 2.782 3.844  0.18
H -2.651 -0.090 7.241  0.06
F -5.512 5.439 -4.442  0.18
C 1.915 -2.750 -7.575  -0.05
O 4.709 -1.546 -4.816  0.03
C -4.219 3.836 -5.593  -0.40
H 1.300 -3.045 -2.087  0.09
H -0.343 3.972 -6.266  0.08
F 2.425 4.362 -3.650  0.20
C 3.358 -5.666 -3.994  -0.06
H -2.443 1.907 -5.729  0.12
H 2.927 0.272 -2.686  0.05
H 1.078 -1.922 -5.694  0.11
H 4.116 -6.449 -3.958  0.07
H -2.103 7.525 1.406  0.13
H 3.795 0.258 -4.884  0.13
H 3.824 -1.182 -2.203  0.05
O 3.822 -3.687 -2.222  -0.30
C -1.054 -6.717 4.918  -0.05
H 0.878 -4.763 0.447  0.08
C -1.591 -3.839 -4.774  -0.12
F -2.975 5.084 -2.190  0.20
H 0.471 0.375 1.245  0.11
O -0.317 -6.066 -5.156  -0.28
H -0.080 2.358 -5.725  0.08
C 2.266 3.627 0.918  -0.17
F -3.597 -2.679 4.915  0.17
H -5.523 -0.155 -0.572  0.08
O -1.271 -4.853 -7.233  -0.29
C -5.912 0.662 1.390  -0.36
H -0.798 2.613 4.777  0.07
H 5.442 -5.119 1.403  0.07
H -1.336 1.889 1.753  0.06
C 2.121 -2.194 6.697  -0.05
C -1.520 0.841 1.988  -0.02
H -2.017 -7.190 4.724  0.07
H -1.242 0.688 3.030  0.06
C -0.515 3.345 5.534  -0.05
H -1.114 -5.938 2.942  0.12
O 7.066 -3.167 2.260  -0.31
O -0.466 1.586 7.100  -0.28
C 3.799 1.581 4.209  -0.64
H -5.230 1.277 1.978  0.11
F 4.327 1.672 5.354  0.24
H -5.903 -0.215 2.037  0.12
H -4.448 9.029 1.339  0.08
H 3.666 -4.813 -4.598  0.05
F 5.550 -2.526 -7.925  0.19
O -7.603 1.526 3.608  -0.31
H -2.769 -0.260 9.080  0.07
H 0.197 3.410 0.672  0.05
C 1.174 -3.857 -0.082  -0.04
O 1.752 -5.119 -2.111  -0.27
H 2.207 -3.614 0.166  0.05
C 4.182 -0.951 0.833  -0.26
C 1.813 -1.300 5.543  -0.24
F 3.533 5.561 -2.310  0.18
H 5.075 0.308 -3.828  0.13
C -5.074 5.094 -5.653  -0.51
O -9.386 2.210 1.868  -0.29
C -0.957 -5.516 3.934  -0.21
S 5.627 -2.828 2.152  0.74
H -1.088 -6.234 5.895  0.07
H 0.537 3.603 5.415  0.07
C 4.802 -4.253 1.237  -0.09
C 5.574 -1.480 -5.850  -0.34
H 5.367 0.022 -0.854  0.09
O -3.006 3.972 -6.120  0.05
H 1.562 -1.734 4.576  0.13
C 3.301 4.310 -2.689  -0.63
C -2.590 0.386 8.220  -0.10
H 0.658 4.228 2.132  0.08
H -0.983 4.289 5.252  0.08
O 6.238 -0.504 -6.141  0.16
C 3.310 -0.689 -3.028  -0.07
F 4.368 3.640 -2.971  0.23
C -2.373 4.428 -1.249  -0.60
H 2.082 -1.729 7.682  0.07
H -8.270 -0.923 1.621  0.07
H 1.557 -3.323 -8.430  0.08
O -3.112 6.366 0.017  0.01
H 2.891 4.059 1.700  0.11
C -3.128 7.281 1.129  -0.16
F -3.223 -1.739 3.022  0.15
H 2.040 -1.737 -7.957  0.08
O 2.045 2.524 -1.679  0.17
O 1.057 -0.779 -0.943  0.12
H -4.116 0.385 0.252  0.06
O 3.906 -6.067 -1.286  -0.30
O -2.281 4.677 1.216  0.09
H -5.213 1.596 -0.419  0.09
O 1.709 0.636 3.580  0.12
H 0.560 -3.047 0.311  0.06
H -2.560 0.608 1.758  0.05
H 0.681 5.121 0.530  0.09
C 2.644 0.572 4.370  -0.35
H 4.869 1.024 0.448  0.07
H 2.851 -3.223 -7.278  0.06
H 3.662 0.467 -0.744  0.04
S -8.307 1.334 2.319  0.71
C -0.401 0.153 -2.701  -0.43
H 0.064 -5.142 3.858  0.12
O -0.867 0.214 -0.223  0.02
C 5.833 -2.758 -6.660  -0.64
H -1.067 -3.507 -3.878  0.04
C -1.649 -3.277 3.702  -0.32
C -0.546 0.002 1.120  -0.21
H 3.087 -2.677 6.545  0.09
C 0.878 -2.695 -6.436  -0.26
H -2.057 -2.959 -5.217  0.07
F -1.065 4.382 -1.521  0.17
H -0.658 3.573 7.704  0.12
C -5.165 0.634 0.091  -0.06
H 3.801 -4.465 1.610  0.06
H -0.760 3.651 -4.690  0.08
H -3.551 6.700 1.949  0.12
H -3.216 1.277 8.267  0.07

Cartesian forces (eV/Å) of the 3 atoms listed first:
-0.6 -0.5 0.5
-1.2 -0.4 0.8
-4.0 1.3 0.6